93
Properties=species:S:1:pos:R:3:forces:R:3:mulliken_charge:R:1 method="wB97M-V/def2-TZVPD" smiles="CC(=O)NCCCC[C@@H](N)COCCCSc1nnco1.COCCNCCOC.COCCNCCOC" orbital_gap_ev=9.1253 total_energy_ha=-2238.2053
C 2.115371 -1.952322 3.791227 0.093 -0.318 -0.265 -0.3932
C 3.474598 -1.450500 3.375280 0.465 -0.867 0.636 0.3617
O 4.367542 -1.335276 4.191319 -0.470 0.516 -0.605 -0.5942
N 3.612644 -1.141378 1.992094 -0.066 0.781 0.596 -0.0173
C 4.450338 0.039138 1.756664 0.115 0.064 -0.477 -1.0270
C 3.884258 1.318672 2.386111 -0.036 -0.418 -0.367 -1.0689
C 2.364090 1.445978 2.267163 0.539 0.306 0.061 0.4130
C 1.893126 1.387152 0.824033 -0.398 0.456 0.283 -1.3582
C 0.370305 1.454005 0.687808 0.224 -0.139 -1.298 1.6507
N 0.119949 2.126573 -0.620773 0.129 -0.197 0.448 -0.7778
C -0.241571 0.056745 0.625324 0.102 -0.217 0.961 -0.6473
O -0.674351 -0.365501 1.920546 -0.381 0.396 -0.255 -0.2967
C -1.547714 -1.466023 1.839036 0.882 -0.384 0.082 -0.8606
C -0.772518 -2.759395 1.491564 -0.813 0.039 -0.156 -0.3706
C -1.350286 -3.470168 0.271955 0.893 -0.355 0.438 -0.4800
S -0.879664 -5.251763 0.199999 -0.236 -0.102 0.038 -0.2679
C 0.636769 -5.216815 1.074193 -1.214 0.016 -0.381 0.5877
N 1.793544 -4.911424 0.644737 0.787 0.252 -0.570 -0.1345
N 2.637344 -5.007777 1.734851 1.595 0.541 -0.816 -0.4855
C 1.943634 -5.359790 2.723836 -1.418 -0.314 0.246 0.0374
O 0.630696 -5.519165 2.378685 0.226 -0.287 1.187 -0.3028
H 1.477657 -1.114762 4.057189 -0.065 0.182 -0.023 0.2167
H 2.188616 -2.618405 4.643698 0.129 0.013 0.176 0.4353
H 1.642653 -2.468443 2.964153 -0.126 -0.023 -0.145 -0.3174
H 3.910116 -1.941125 1.449106 -0.222 -0.185 0.003 0.2776
H 5.493135 -0.110980 2.036531 0.064 0.013 0.242 0.3946
H 4.451990 0.212021 0.683464 0.001 -0.229 -0.223 0.5117
H 4.291223 2.134534 1.791064 0.295 0.209 0.132 0.4368
H 4.245040 1.430534 3.404401 -0.155 0.034 0.195 0.4203
H 1.841447 0.753844 2.917464 -0.141 -0.287 -0.046 -0.1319
H 2.118767 2.445178 2.626640 -0.211 0.070 0.195 0.2138
H 2.268747 2.274098 0.313113 0.207 0.097 -0.015 0.2333
H 2.267636 0.527102 0.274225 0.087 -0.228 0.086 0.3682
H -0.054224 2.069792 1.478335 -0.075 -0.290 -0.114 -0.5851
H 0.669292 1.611199 -1.303279 -0.056 0.152 -0.229 0.2931
H -0.849449 1.995866 -0.885892 -0.069 0.113 -0.044 0.3193
H 0.520210 -0.646473 0.271249 -0.031 -0.068 -0.258 0.0151
H -1.092139 0.009764 -0.060700 -0.135 0.162 -0.038 0.4672
H -1.985349 -1.576961 2.824179 -0.199 0.063 0.139 0.3149
H -2.350291 -1.306246 1.112366 -0.051 0.250 -0.075 0.4827
H -0.811096 -3.399275 2.365643 0.145 -0.235 0.078 0.5600
H 0.257506 -2.525045 1.253835 0.240 0.130 0.267 0.1260
H -2.432988 -3.430114 0.273477 -0.164 -0.151 -0.212 0.6425
H -0.911270 -3.031723 -0.615540 -0.335 0.271 -0.267 -0.0298
H 2.245827 -5.519980 3.736606 0.006 -0.106 0.254 0.4416
C -2.473607 8.319484 0.895492 0.114 -0.022 0.112 -0.7050
O -2.427845 8.060588 2.286011 -0.105 -0.011 -0.229 -0.3372
C -3.666009 7.633841 2.841605 0.053 0.062 0.365 -0.8163
C -3.605677 6.178874 3.258237 0.117 -0.064 -0.241 -0.1629
N -3.554218 5.295558 2.099243 0.071 -0.025 0.140 -0.3105
C -3.252955 3.901347 2.415802 -0.054 0.123 -0.201 -0.9172
C -1.901413 3.581156 3.047160 -0.031 -0.333 0.049 -0.4399
O -0.794437 3.786822 2.186333 -0.198 0.449 0.291 -0.3569
C -0.290909 5.111339 2.139899 0.136 -0.150 -0.191 -0.8073
H -1.531184 8.788713 0.618003 0.012 -0.002 0.047 0.2384
H -2.582007 7.397548 0.314261 -0.096 0.046 -0.069 0.2926
H -3.290631 9.002407 0.646193 -0.026 -0.026 -0.040 0.3401
H -4.497024 7.814862 2.154214 0.048 -0.070 -0.098 0.4049
H -3.836319 8.239964 3.736040 -0.028 0.011 -0.017 0.3997
H -4.494933 5.939036 3.848569 0.004 -0.025 0.009 0.3725
H -2.725750 6.060275 3.904091 -0.064 0.074 0.134 0.1682
H -2.848879 5.635110 1.459202 -0.005 0.034 -0.029 0.0874
H -3.318271 3.343797 1.477779 0.009 -0.065 0.036 0.4344
H -4.043681 3.516002 3.067506 0.022 0.016 0.053 0.3932
H -1.897838 2.509283 3.270114 0.017 0.003 -0.014 0.2947
H -1.746122 4.093104 4.003373 0.001 0.142 -0.054 0.4309
H -0.400907 5.625891 3.097217 -0.079 0.016 0.003 0.3708
H -0.772421 5.690053 1.348165 -0.033 0.118 0.083 0.1761
H 0.770542 5.051393 1.896789 -0.007 -0.054 0.016 0.3682
C -1.554771 -2.379103 -3.447938 0.178 0.065 -0.169 -0.5731
O -0.150475 -2.528092 -3.528122 -0.248 -0.059 0.148 -0.3526
C 0.329180 -3.832203 -3.194049 0.357 0.094 -0.012 -0.5757
C 0.843113 -4.547493 -4.425282 -0.214 0.068 -0.138 -0.2890
N -0.247576 -4.921030 -5.318869 0.150 0.043 -0.033 -0.3306
C 0.183354 -5.398164 -6.631536 -0.216 0.020 0.113 -0.7236
C 0.942418 -4.431838 -7.536509 0.056 -0.192 -0.227 -0.4783
O 0.166446 -3.348006 -8.015497 0.077 0.049 0.147 -0.4264
C 0.080284 -2.232051 -7.148769 -0.143 0.018 -0.201 -0.5067
H -1.779301 -1.318972 -3.560916 0.045 0.006 -0.001 0.2249
H -2.066487 -2.924171 -4.248237 -0.098 -0.049 0.085 0.3242
H -1.940048 -2.716193 -2.482559 -0.070 -0.053 -0.015 0.2124
H -0.432249 -4.426007 -2.681802 -0.105 0.026 -0.090 0.2670
H 1.163678 -3.695206 -2.500263 -0.036 -0.021 0.035 0.3568
H 1.375089 -5.451374 -4.115368 0.011 -0.011 -0.019 0.4079
H 1.562670 -3.878900 -4.916113 0.128 -0.024 0.118 0.1807
H -0.849254 -4.120026 -5.454441 -0.025 0.012 0.016 0.0789
H -0.717476 -5.710216 -7.165398 0.040 -0.029 -0.055 0.3818
H 0.792631 -6.296354 -6.489147 0.053 0.028 0.008 0.4036
H 1.236195 -4.992712 -8.427817 -0.001 0.006 0.001 0.3552
H 1.871819 -4.068710 -7.082718 -0.064 0.074 0.111 0.3407
H 0.991206 -2.097629 -6.560413 -0.011 -0.051 0.063 0.2719
H -0.782049 -2.312384 -6.481017 0.082 0.036 0.131 0.1517
H -0.067065 -1.344975 -7.765498 0.026 -0.029 -0.036 0.3044